Record 1
{"formula": "C5H10O2", "method": "ωB97M-V/def2-TZVPD", "e_above_lowest_kcal_mol": 50.2, "smiles": "C[C@@]1(CCO)CO1", "fmax_ha_per_bohr": 0.0073, "homo_lumo_gap_ev": 10.944, "elements": ["O", "O", "C", "C", "C", "C", "C", "H", "H", "H", "H", "H", "H", "H", "H", "H", "H"], "xyz": [[-0.044, -1.343, 2.021], [-0.526, 1.063, 0.937], [-0.296, -1.800, 0.714], [-0.543, 1.226, -1.506], [0.058, 0.572, -0.286], [0.334, -0.932, -0.383], [0.843, 1.365, 0.664], [0.043, 1.004, -2.404], [1.419, -1.084, -0.380], [-1.377, -1.905, 0.525], [0.139, -2.803, 0.649], [-0.032, -1.299, -1.351], [1.057, 2.415, 0.469], [-0.447, -0.460, 2.061], [-1.559, 0.843, -1.658], [1.556, 0.845, 1.306], [-0.603, 2.311, -1.378]], "atomic_forces_ev_per_a": [[-0.1, 0.1, 0.1], [-0.2, 0.0, 0.1], [-0.1, -0.2, -0.3], [0.0, 0.0, 0.0], [0.0, -0.1, -0.2], [0.1, 0.0, 0.0], [0.2, 0.1, 0.0], [0.0, 0.0, 0.1], [-0.1, 0.0, 0.0], [0.1, 0.1, 0.1], [-0.1, 0.1, 0.0], [0.0, 0.1, 0.1], [-0.1, -0.1, 0.0], [0.2, -0.1, 0.1], [0.1, 0.0, 0.0], [-0.1, 0.1, -0.1], [0.0, -0.2, 0.0]]}

***

Record 2
{"formula": "C5H10O2", "method": "ωB97M-V/def2-TZVPD", "e_above_lowest_kcal_mol": 55.4, "smiles": "CC(=O)C(C)(C)O", "fmax_ha_per_bohr": 0.0729, "homo_lumo_gap_ev": 10.267, "elements": ["O", "O", "C", "C", "C", "C", "C", "H", "H", "H", "H", "H", "H", "H", "H", "H", "H"], "xyz": [[-2.025, 0.542, -0.847], [-1.345, -0.425, 1.436], [-0.823, 0.359, -0.807], [-0.198, -0.205, 0.673], [0.419, 1.162, 0.933], [0.720, -1.455, 0.913], [0.062, 0.296, -2.028], [0.263, 1.519, 1.961], [1.498, 1.166, 0.698], [-0.453, 0.507, -2.973], [-0.216, 1.893, 0.109], [1.779, -1.325, 0.655], [0.979, 0.887, -1.971], [0.340, -2.355, 0.413], [0.329, -0.767, -2.034], [-2.057, -0.130, 0.835], [0.702, -1.697, 1.991]], "atomic_forces_ev_per_a": [[0.9, 0.3, 0.1], [-0.2, 0.2, -0.1], [-0.2, -3.3, 0.3], [-0.5, 0.4, -1.3], [-0.7, 1.8, -1.3], [-0.2, 0.4, -0.3], [0.0, -0.1, 0.0], [-0.1, 0.0, -0.4], [-0.5, 0.3, -0.1], [-0.1, 0.2, 0.5], [2.3, -1.0, 2.8], [-0.3, 0.2, -0.2], [-0.1, -0.1, 0.2], [0.0, 0.3, 0.0], [0.3, 0.1, -0.2], [-0.4, 0.0, 0.4], [-0.2, 0.4, -0.4]]}

***

Record 3
{"formula": "C5H10O2", "method": "ωB97M-V/def2-TZVPD", "e_above_lowest_kcal_mol": 162.6, "fmax_ha_per_bohr": 0.0076, "homo_lumo_gap_ev": 8.311, "elements": ["O", "O", "C", "C", "C", "C", "C", "H", "H", "H", "H", "H", "H", "H", "H", "H", "H"], "xyz": [[-1.549, -1.740, 0.725], [1.049, 0.861, 0.574], [1.741, 1.557, -0.422], [-1.341, -0.916, -0.439], [0.105, -0.862, -0.205], [-1.399, 0.562, -0.095], [-0.148, -1.654, 1.042], [-1.819, -1.295, -1.345], [-1.600, 1.178, -0.973], [-2.080, 0.739, 0.739], [1.139, 1.657, -1.345], [0.945, -0.883, -0.888], [0.054, -1.146, 1.989], [2.677, 1.037, -0.678], [-0.124, 0.971, 0.389], [0.344, -2.636, 1.026], [2.007, 2.570, -0.093]], "atomic_forces_ev_per_a": [[-0.2, -0.1, 0.1], [-0.1, 0.2, 0.1], [0.2, 0.1, -0.1], [0.0, 0.0, -0.3], [-0.1, -0.2, -0.1], [-0.3, 0.0, -0.1], [0.2, 0.1, 0.2], [0.0, 0.1, 0.1], [0.1, -0.1, 0.1], [0.1, 0.0, -0.1], [0.1, 0.0, 0.1], [-0.1, 0.1, 0.1], [0.0, -0.1, -0.1], [-0.1, 0.1, 0.0], [0.4, -0.1, 0.0], [0.0, 0.1, 0.0], [0.0, -0.1, 0.0]]}

***

Record 4
{"formula": "C5H10O2", "method": "ωB97M-V/def2-TZVPD", "e_above_lowest_kcal_mol": 70.2, "smiles": "C[C@H]1O[C@@H]1CCO", "fmax_ha_per_bohr": 0.0168, "homo_lumo_gap_ev": 10.658, "elements": ["O", "O", "C", "C", "C", "C", "C", "H", "H", "H", "H", "H", "H", "H", "H", "H", "H"], "xyz": [[0.414, -1.858, 0.435], [0.926, 0.201, -0.879], [0.318, 1.040, 0.076], [-1.084, 0.437, -2.165], [0.537, 0.494, 1.477], [-0.578, 0.262, -0.773], [0.463, -1.074, 1.608], [1.331, -1.410, 2.183], [1.532, 0.824, 1.796], [-1.114, -0.516, -0.223], [-0.181, 0.951, 2.169], [-0.386, 1.060, -2.723], [0.938, -1.375, -0.230], [-2.115, 0.788, -2.250], [0.465, 2.104, -0.083], [-0.433, -1.350, 2.170], [-1.034, -0.577, -2.588]], "atomic_forces_ev_per_a": [[0.3, -0.4, 0.1], [-0.7, -0.5, -0.2], [-0.2, 0.4, 0.3], [-0.1, 0.2, -0.1], [0.0, 0.0, 0.0], [0.3, -0.1, -0.4], [0.0, 0.0, 0.4], [-0.1, 0.2, 0.2], [-0.1, 0.0, -0.1], [0.7, -0.1, -0.4], [0.1, -0.1, -0.1], [-0.3, 0.2, -0.1], [-0.1, -0.3, 0.2], [0.1, 0.1, 0.1], [0.1, 0.0, 0.1], [0.1, 0.1, 0.1], [-0.1, 0.3, -0.1]]}

***

Record 5
{"formula": "C5H10O2", "method": "ωB97M-V/def2-TZVPD", "e_above_lowest_kcal_mol": 39.5, "smiles": "C/C=C/O[C@@H](C)O", "fmax_ha_per_bohr": 0.0061, "homo_lumo_gap_ev": 9.674, "elements": ["O", "O", "C", "C", "C", "C", "C", "H", "H", "H", "H", "H", "H", "H", "H", "H", "H"], "xyz": [[-0.649, 0.157, 0.935], [-1.012, 0.557, -1.335], [1.497, -0.304, -0.124], [0.717, 0.104, 0.875], [-2.849, 0.027, 0.137], [2.993, -0.182, -0.074], [-1.391, -0.195, -0.215], [3.331, 0.279, 0.861], [-0.967, 1.482, -1.054], [-3.470, -0.193, -0.735], [-1.190, -1.241, -0.487], [-2.996, 1.075, 0.424], [3.345, 0.452, -0.898], [1.061, -0.672, -1.048], [-3.154, -0.609, 0.972], [1.131, 0.490, 1.804], [3.497, -1.150, -0.175]], "atomic_forces_ev_per_a": [[0.0, 0.0, -0.1], [0.0, 0.2, 0.0], [-0.2, 0.1, 0.1], [0.3, 0.0, -0.1], [0.0, 0.0, 0.0], [0.1, 0.0, 0.0], [-0.2, -0.2, 0.0], [-0.1, -0.1, -0.1], [-0.1, -0.1, -0.1], [0.1, 0.0, 0.1], [0.0, 0.1, 0.1], [0.0, -0.2, 0.0], [0.0, -0.1, 0.1], [0.0, 0.1, 0.1], [0.1, 0.1, -0.1], [0.0, 0.0, -0.1], [-0.1, 0.1, 0.0]]}

***

Record 6
{"formula": "C5H10O2", "method": "ωB97M-V/def2-TZVPD", "e_above_lowest_kcal_mol": 96.9, "smiles": "CO[C@H]1C[C@H]1CO", "fmax_ha_per_bohr": 0.0373, "homo_lumo_gap_ev": 10.157, "elements": ["O", "O", "C", "C", "C", "C", "C", "H", "H", "H", "H", "H", "H", "H", "H", "H", "H"], "xyz": [[1.128, 0.613, -0.306], [-2.122, -0.164, -1.999], [0.403, -0.574, -0.124], [2.352, 0.489, 0.413], [-0.246, -0.224, 1.274], [-1.074, -0.546, 0.095], [-1.908, 0.391, -0.712], [3.136, 0.299, -0.321], [2.369, -0.340, 1.144], [-1.478, -1.554, 0.190], [-1.252, -0.373, -2.366], [-2.890, 0.525, -0.261], [0.751, -1.335, -0.860], [-0.231, 0.857, 1.514], [-1.394, 1.361, -0.772], [2.553, 1.419, 0.955], [-0.097, -0.843, 2.137]], "atomic_forces_ev_per_a": [[0.4, 0.5, -1.3], [0.1, 0.0, -0.2], [-0.1, 0.9, 0.5], [0.3, 0.2, -0.2], [0.0, -0.8, 0.3], [-0.4, 0.1, -0.1], [-0.2, 0.3, 0.4], [0.3, 0.1, 0.1], [-0.3, 0.3, -0.4], [0.1, 0.0, -0.6], [-0.2, 0.1, 0.0], [-0.1, 0.1, -0.1], [0.2, -0.4, 1.8], [0.7, -0.8, -0.3], [-0.2, -0.1, 0.0], [0.0, -0.1, -0.2], [-0.7, -0.5, 0.2]]}